No. 1
97
Properties=species:S:1:pos:R:3:forces:R:3 method="wB97M-V/def2-TZVPD" total_energy_ha=-1931.97097 lumo_ev=-5.6744 total_charge=+3 gap_ev=7.1242 max_force_ev_per_a=2.4
Cl 4.0496 -0.2417 -11.5293 0.26 0.17 0.04
C -4.4658 -0.4116 -7.3326 0.19 -0.03 -0.38
C -3.7280 -0.7648 -8.6550 0.78 0.51 0.45
N -2.6800 0.3089 -9.1523 -0.30 0.43 1.14
C -3.3829 1.6326 -9.2396 -0.83 0.71 -1.05
C -1.5486 0.4136 -8.1157 1.11 -0.38 -1.09
C -0.3904 1.4552 -8.4685 -1.53 -0.90 1.05
C -2.0566 -0.0227 -10.5384 -0.61 0.26 -0.09
C -1.1809 -1.2998 -10.7093 -0.41 1.55 0.86
O -1.8208 -2.4442 -10.2813 -0.41 -0.78 -0.62
C -2.6095 -3.0103 -11.3273 -0.85 -1.37 0.83
H -3.8426 -0.4363 -6.4386 0.25 -0.13 -0.22
H -5.2318 -1.1717 -7.1794 0.05 -0.10 -0.13
H -4.9946 0.5407 -7.2949 0.05 -0.01 -0.42
H -4.4137 -0.9351 -9.4850 0.02 0.23 0.03
H -3.1242 -1.6630 -8.5258 -0.20 0.04 -0.02
H -2.7519 2.3573 -9.7541 0.07 -0.06 0.39
H -3.8584 2.0474 -8.3507 1.23 -0.39 0.76
H -4.3117 1.6178 -9.8099 0.23 -0.90 -0.79
H -1.1724 -0.6090 -8.1409 0.43 0.07 0.13
H -1.9256 0.5219 -7.0987 -0.39 0.53 -0.38
H 0.3367 1.1005 -9.1990 -0.28 0.02 -0.07
H 0.1189 1.6046 -7.5164 0.18 -0.02 -0.09
H -0.8251 2.4230 -8.7183 0.17 -0.07 -0.23
H -1.4384 0.8262 -10.8306 0.01 0.12 0.30
H -2.9146 0.0268 -11.2088 -0.03 -0.39 -0.07
H -0.2808 -1.1520 -10.1125 0.16 -0.18 -0.10
H -0.9050 -1.3628 -11.7620 0.13 0.21 -0.10
H -3.4375 -2.3965 -11.6820 0.37 0.59 -0.21
H -3.1329 -3.8567 -10.8826 0.11 -0.09 0.19
H -2.0325 -3.4565 -12.1373 0.30 0.54 -0.13
C 3.3473 -8.8711 -11.7659 0.21 -1.40 -0.53
C 2.8709 -7.7289 -10.9335 0.76 1.05 -0.06
N 4.0150 -6.8345 -10.3297 0.40 0.28 0.75
C 4.9010 -7.7750 -9.4870 -0.98 1.08 0.73
C 4.8638 -6.1541 -11.4171 0.73 -1.12 0.44
C 6.1226 -5.3144 -10.9508 -1.69 0.27 0.33
C 3.3942 -5.6278 -9.5055 0.74 -2.10 -0.30
C 2.4316 -6.0958 -8.4523 -0.98 -0.20 0.12
O 2.9578 -7.0160 -7.5014 0.83 0.56 -0.73
C 1.9578 -7.6488 -6.7526 -1.59 -0.19 0.65
H 3.9275 -8.7175 -12.6758 0.11 0.46 0.24
H 2.4876 -9.4493 -12.1045 -0.41 0.36 -0.08
H 3.8235 -9.6348 -11.1510 0.47 0.22 0.05
H 2.3321 -8.2250 -10.1262 0.00 0.76 0.32
H 2.2399 -7.0320 -11.4852 -0.13 -0.08 0.07
H 5.5899 -8.3651 -10.0914 -0.25 0.25 -0.06
H 4.2057 -8.3585 -8.8835 0.23 -0.33 -0.38
H 5.3936 -7.1695 -8.7262 0.37 0.01 -0.38
H 4.1553 -5.5857 -12.0196 0.25 0.15 -0.02
H 5.2076 -7.0198 -11.9833 0.08 0.28 -0.31
H 6.8286 -5.2339 -11.7773 -0.09 -0.17 0.14
H 6.6159 -5.6182 -10.0275 0.07 -0.78 -0.33
H 5.7947 -4.3131 -10.6717 -0.07 0.22 -0.42
H 2.8935 -5.0595 -10.2894 -0.12 0.22 0.36
H 4.1896 -5.0446 -9.0414 0.26 -0.23 -0.37
H 1.5470 -6.5106 -8.9355 -0.12 -0.36 -0.06
H 2.0490 -5.1722 -8.0180 0.07 0.13 0.62
H 1.3447 -6.9156 -6.2286 -0.17 0.20 -0.08
H 2.2501 -8.3464 -5.9677 1.18 0.29 -0.23
H 1.2987 -8.2653 -7.3638 -0.16 0.15 -0.48
C 9.7917 -0.2394 -13.0930 -1.28 -0.08 0.26
C 9.0916 0.4281 -14.2779 0.09 0.96 -1.73
C 10.0888 0.8596 -15.4206 -0.45 -0.08 0.93
O 9.5337 1.7858 -16.3194 -0.81 -1.20 1.95
C 10.0065 1.7504 -17.6227 0.00 0.90 -1.49
N 7.9852 -0.4784 -14.9618 0.77 -0.89 0.55
H 8.3337 -1.4255 -15.0028 0.51 -0.56 0.10
H 7.0975 -0.6031 -14.4963 -0.45 0.56 0.97
H 7.7131 -0.3184 -15.9212 0.39 1.12 -0.62
H 9.0609 -0.3938 -12.2992 -0.16 -0.01 0.07
H 10.5126 0.4523 -12.6573 0.18 -0.10 -0.37
H 10.2195 -1.2277 -13.2615 0.31 0.23 -0.44
H 8.5221 1.3125 -13.9921 0.11 -0.06 0.23
H 10.4093 -0.0740 -15.8828 0.25 -0.03 -0.47
H 10.9515 1.3194 -14.9385 0.16 -0.19 0.24
H 10.4928 0.8262 -17.9351 -0.21 -0.22 0.18
H 10.7028 2.5681 -17.8087 0.23 -0.01 0.13
H 9.1225 1.9745 -18.2198 0.21 -0.29 -0.44
C 6.7904 3.9209 -7.8209 0.57 0.44 -1.35
C 6.9805 4.4412 -9.2914 -1.10 0.50 0.81
C 8.1644 3.8476 -10.0493 -0.11 1.14 -0.49
O 8.2558 4.3856 -11.3579 -0.82 -0.33 -0.92
C 8.6631 5.7686 -11.5746 -0.06 -1.01 0.37
N 5.6336 4.2358 -10.0749 0.63 -1.05 0.18
H 5.5957 4.6685 -10.9868 0.28 0.68 -0.28
H 5.4273 3.2713 -10.2922 0.35 -1.10 -0.05
H 4.8173 4.4808 -9.5330 -0.13 0.76 0.38
H 7.7764 3.9902 -7.3615 -0.07 -0.10 0.13
H 6.4774 2.8768 -7.8210 0.01 0.00 0.02
H 6.1095 4.5264 -7.2227 -0.06 0.00 -0.23
H 7.0364 5.5279 -9.3544 0.25 0.00 0.51
H 8.0166 2.7680 -10.0749 0.31 -0.09 -0.48
H 9.1182 4.0915 -9.5815 -0.20 -0.18 0.84
H 9.7356 5.8572 -11.4015 -0.05 0.20 0.29
H 8.0682 6.4460 -10.9619 0.24 0.17 0.07
H 8.4803 5.9967 -12.6247 -0.12 -0.23 0.12



No. 2
102
Properties=species:S:1:pos:R:3:forces:R:3 method="wB97M-V/def2-TZVPD" total_energy_ha=-1923.86789 lumo_ev=0.3013 gap_ev=8.8244 de_lowest_kj_mol=516.9 smiles=COCCNCCOC.COCCNCCOC.COCCNCCOC.COCCNCCOC.O.O max_force_ev_per_a=3.2
C 5.2111 -1.8195 8.4329 -1.34 -0.97 -0.28
O 5.3392 -1.0060 7.3024 1.50 0.35 -0.03
C 4.1781 -0.3718 6.8810 0.33 1.55 -1.19
C 4.4849 0.4450 5.5489 1.13 0.90 2.05
N 5.2157 1.7908 5.7871 -0.06 -1.99 -0.09
C 5.4427 2.4848 4.5441 1.21 1.52 -1.41
C 5.9151 4.0443 4.7340 -2.48 -1.75 -1.01
O 6.2487 4.8052 3.5120 0.32 -1.27 2.58
C 6.8508 6.0511 3.9205 0.30 -0.57 -0.84
H 4.5346 -1.4608 9.2086 0.03 0.76 0.11
H 6.1452 -2.1031 8.9178 0.17 0.28 -0.55
H 4.6809 -2.6947 8.0573 0.20 -0.75 0.36
H 3.8773 0.2874 7.6953 -0.55 0.28 -0.04
H 3.3732 -1.0624 6.6297 -0.15 -0.32 0.15
H 3.5747 0.5723 4.9628 -0.17 0.13 0.01
H 5.1733 -0.2024 5.0056 0.01 0.17 -0.22
H 4.7889 2.3656 6.4995 -0.36 -0.07 -0.14
H 4.5959 2.2936 3.8851 -0.55 1.00 -0.23
H 6.2485 2.1002 3.9189 0.47 -0.79 0.50
H 6.6906 3.9992 5.4987 0.19 0.38 -0.24
H 4.9705 4.4501 5.0960 0.29 0.75 0.62
H 7.1587 6.1348 4.9628 -0.64 -0.29 0.28
H 6.1601 6.8460 3.6390 0.32 0.23 0.08
H 7.8138 6.0926 3.4115 -0.16 0.46 -0.48
C 1.6737 -7.3792 -1.2173 -0.55 -0.85 -2.28
O 2.1219 -6.2626 -2.0845 -0.49 -1.70 0.63
C 2.7209 -6.7545 -3.3223 1.19 -0.01 1.23
C 4.0550 -7.5069 -2.9973 0.28 1.91 0.09
N 4.9350 -6.6000 -2.1836 -0.30 -1.90 -1.56
C 6.2082 -7.2024 -1.8157 -0.32 1.06 0.57
C 7.0837 -6.0279 -1.4495 -0.01 -0.05 0.97
O 6.5279 -5.4369 -0.2467 0.81 0.48 0.15
C 7.3683 -4.3943 0.2993 -0.17 0.23 -1.84
H 2.2266 -8.2857 -1.4634 0.83 0.23 0.55
H 0.7143 -7.7501 -1.5780 -0.63 0.59 -0.15
H 1.5264 -7.2959 -0.1405 0.78 1.09 -0.17
H 2.9121 -5.8479 -3.8964 0.42 0.09 0.29
H 2.1194 -7.3370 -4.0202 -0.72 -0.44 0.64
H 4.5697 -7.7142 -3.9355 0.13 0.50 -0.39
H 3.9887 -8.5326 -2.6345 -0.65 0.01 0.79
H 4.5255 -6.0323 -1.4555 -0.33 -0.49 -0.01
H 6.6353 -7.8089 -2.6144 -0.05 0.36 -0.36
H 6.2125 -7.8582 -0.9451 -0.45 -0.28 0.30
H 7.0286 -5.3117 -2.2693 0.42 0.19 0.02
H 8.0872 -6.3801 -1.2105 0.35 0.22 -0.22
H 6.8511 -3.7965 1.0498 0.10 -0.79 0.40
H 7.6025 -3.6537 -0.4654 -0.45 0.27 -0.62
H 8.3974 -4.6977 0.4915 -0.20 -0.68 1.00
C -6.2310 -1.4942 -3.0608 -0.62 -0.24 -1.05
O -5.3530 -1.7515 -4.1637 0.72 0.79 0.47
C -4.1050 -1.0553 -3.9754 0.14 -0.53 0.68
C -3.0668 -1.2964 -5.0581 -0.67 1.00 -0.83
N -1.8829 -0.3637 -4.9697 -1.47 -1.99 1.75
C -1.0650 -0.5622 -6.1153 0.10 0.40 -0.56
C 0.2567 0.0907 -5.9482 0.89 1.19 0.79
O 1.0324 -0.2882 -4.7653 -1.48 0.39 -2.15
C 2.1151 0.6032 -4.4917 -1.04 -1.33 0.95
H -6.5945 -0.4706 -2.9702 0.52 0.54 -0.32
H -5.8410 -1.7619 -2.0788 0.20 -0.44 -0.11
H -7.1376 -2.0305 -3.3412 0.09 -0.41 0.50
H -3.6480 -1.4679 -3.0760 -0.10 0.33 0.63
H -4.3076 0.0088 -3.8541 0.16 0.13 0.00
H -3.5904 -1.0900 -5.9916 0.21 -0.04 -0.37
H -2.7674 -2.3443 -5.0764 0.09 -0.13 0.03
H -1.3292 -0.7966 -4.2444 0.11 0.39 0.86
H -1.5648 0.0994 -6.8229 0.18 -0.78 -1.14
H -0.9296 -1.6029 -6.4097 -0.38 -0.22 -0.33
H -0.0266 1.1418 -5.8948 0.51 0.46 0.42
H 0.8117 -0.0099 -6.8809 0.48 -0.29 0.08
H 2.5002 0.0014 -3.6685 1.29 0.58 -0.13
H 1.7723 1.5379 -4.0481 -0.13 0.29 -0.35
H 2.7613 0.7550 -5.3563 0.19 -0.08 0.17
C -10.8149 4.6875 1.0008 -0.18 -0.87 -0.28
O -10.7771 6.0873 1.1061 0.26 0.65 -0.33
C -10.4993 6.7735 -0.1373 -0.04 0.01 0.60
C -9.0968 7.4427 -0.1797 0.06 -2.02 0.73
N -7.9433 6.5061 -0.2396 -1.20 -0.07 -0.67
C -6.7037 7.2148 -0.3275 0.59 -1.61 -0.39
C -5.5897 6.1219 -0.2730 -0.08 0.31 -1.21
O -5.5964 5.3607 0.9002 -0.42 -1.06 1.15
C -4.9051 4.0898 0.8109 0.93 1.23 -0.70
H -10.8947 4.2117 1.9782 0.26 0.48 0.22
H -9.9798 4.2339 0.4671 0.54 0.32 0.11
H -11.6724 4.2860 0.4607 -0.54 0.45 -0.26
H -11.1816 7.6042 -0.3179 -0.38 0.25 0.88
H -10.8577 6.1033 -0.9187 1.13 -0.24 -0.56
H -8.8894 7.9528 0.7610 -0.96 0.80 0.10
H -9.1356 8.1510 -1.0073 0.51 -0.09 -0.12
H -7.8427 5.9794 0.6163 -0.76 -0.23 0.24
H -6.5977 7.9583 0.4625 0.33 0.29 0.17
H -6.7227 7.6861 -1.3102 0.66 0.27 0.02
H -4.6358 6.6038 -0.4872 0.47 0.03 0.40
H -5.7287 5.3822 -1.0614 -0.39 0.39 -0.65
H -3.9621 4.3166 0.3135 0.77 0.06 0.69
H -5.2079 3.3025 0.1205 -1.55 0.21 -0.10
H -4.7835 3.6450 1.7985 0.00 0.44 -0.06
O 1.3009 -2.2771 0.6736 -0.12 0.07 0.25
H 1.6220 -1.6520 0.0237 0.07 0.17 -0.15
H 1.4247 -3.1335 0.2644 0.04 -0.27 -0.12
O -3.8987 -3.1361 3.0852 -0.18 -0.14 0.08
H -3.0268 -3.3419 2.7480 0.24 -0.09 -0.08
H -3.9771 -2.1874 2.9847 -0.05 0.24 -0.01



No. 3
99
Properties=species:S:1:pos:R:3:forces:R:3 method="wB97M-V/def2-TZVPD" total_energy_ha=-1697.40655 lumo_ev=0.3090 gap_ev=6.8802 de_lowest_kj_mol=2390.8 max_force_ev_per_a=18.6
C 1.2745 1.2370 -0.1497 -1.00 0.62 -1.27
C 0.2914 0.3130 -0.9723 -0.20 1.68 -0.11
C -0.3423 -0.7252 -0.1243 0.61 0.63 -1.65
O -0.6819 1.0598 -1.6716 9.02 -5.97 3.56
H 2.1761 1.2089 -0.7616 -1.12 0.77 0.10
H 1.5653 0.8443 0.8246 -0.32 0.68 -0.18
H 0.9434 2.2743 -0.1016 -0.30 0.04 0.11
H 0.9221 -0.0915 -1.7639 -0.30 -0.33 -0.22
H 0.4532 -1.2678 0.3864 -1.20 -0.48 -0.78
H -1.0106 -1.3184 -0.7486 -0.02 -0.27 0.58
H -0.8455 -0.2024 0.6890 0.44 2.03 -4.44
H -1.4004 1.2847 -1.0760 8.51 0.03 -1.11
C -3.7334 2.6857 -0.8934 0.38 1.77 0.42
C -2.3145 2.1559 -0.5565 -5.93 7.33 1.93
C -2.1294 2.3254 0.9236 0.12 1.09 -1.15
O -2.2891 0.8754 -0.9521 -16.00 -7.20 4.56
H -4.5375 2.2517 -0.2992 0.05 -0.83 -0.29
H -3.9412 2.7724 -1.9599 -0.06 -0.49 0.10
H -3.7871 3.7045 -0.5097 0.15 0.41 -0.19
H -1.6245 2.7436 -1.1620 -0.11 0.15 0.52
H -2.0922 3.3837 1.1821 1.12 0.15 -0.15
H -1.3025 1.7030 1.2654 0.30 0.82 -0.37
H -3.0091 2.1329 1.5378 -0.67 -0.57 -1.28
H -3.0742 0.5782 -0.4864 -0.80 -1.11 0.27
C 4.5338 3.4122 -1.0462 -0.88 0.70 0.41
O 4.8391 2.0587 -1.1757 -0.23 -1.59 0.68
C 4.1559 1.1304 -0.2515 1.31 0.33 0.29
C 3.7754 -0.2330 -0.8550 0.05 0.28 -1.49
N 2.6431 -0.8428 -0.1909 1.18 -0.28 1.67
C 2.6227 -2.2708 -0.0573 4.84 0.36 -10.82
C 2.2588 -2.8264 -1.4096 -0.68 -1.86 -0.13
O 0.8596 -2.4104 -1.6111 0.25 -0.33 0.72
C 0.3449 -2.3987 -2.9017 1.57 0.23 -1.38
H 5.2818 4.0940 -1.4507 0.25 -0.62 -0.64
H 4.4578 3.8014 -0.0309 -0.12 -0.52 0.58
H 3.5691 3.6023 -1.5166 -0.11 0.32 -0.20
H 3.2562 1.5247 0.2208 1.26 0.61 -0.03
H 4.8626 0.8769 0.5387 0.21 0.35 0.24
H 4.6631 -0.8650 -0.8785 -0.16 -0.33 0.53
H 3.5809 -0.1437 -1.9238 -0.13 0.50 -0.45
H 1.7389 -0.5208 -0.5055 1.77 -0.98 -0.16
H 1.9047 -2.7338 0.6196 0.60 -0.31 -7.32
H 3.5593 -2.6692 0.3329 0.37 0.05 -0.30
H 2.1561 -3.8975 -1.2354 0.37 -0.57 -0.40
H 2.9160 -2.7251 -2.2732 -0.27 0.74 -0.58
H -0.6133 -1.9223 -3.1090 -0.29 0.16 1.18
H 0.2832 -3.3799 -3.3725 0.17 -0.31 0.05
H 1.0564 -1.7783 -3.4467 0.00 -0.10 -0.91
C 1.1166 -5.5634 3.7041 1.52 0.53 0.35
C 1.0151 -4.0558 3.3548 -1.88 -1.47 -0.88
C 2.0886 -3.6136 2.4177 1.49 -0.51 1.06
O 1.7136 -2.5364 1.5814 -5.55 0.81 17.76
C 1.7014 -1.2480 2.2134 1.97 1.24 0.50
N -0.2248 -3.9709 2.6148 -1.51 -0.26 -0.57
H 1.0554 -6.1727 2.8024 -0.47 0.18 -0.20
H 0.4188 -5.9324 4.4558 -0.04 0.31 -0.13
H 2.1354 -5.7830 4.0233 0.09 -0.03 0.54
H 0.8814 -3.3907 4.2080 0.57 -0.17 0.33
H 2.3958 -4.3918 1.7192 -0.32 -0.31 -0.18
H 2.9763 -3.4328 3.0238 0.39 0.71 -0.26
H 1.1274 -1.2160 3.1395 1.77 -0.11 0.14
H 1.2643 -0.5317 1.5178 0.15 -0.68 0.91
H 2.7278 -0.8936 2.3080 0.18 -0.35 0.34
H -0.3007 -4.7928 2.0328 -0.22 -0.32 0.03
H -0.1852 -3.2294 1.9301 -0.24 0.12 0.14
C -0.8616 -0.9104 2.4757 -1.78 -1.33 1.45
C -0.6601 0.2744 3.3782 -0.69 2.07 -2.09
C -1.8399 1.2834 3.4024 -0.73 -0.97 1.70
O -2.8314 0.7561 4.3513 0.02 -0.92 -0.72
C -3.7567 1.6934 4.8464 1.62 1.80 -0.25
N -0.3932 -0.1899 4.6580 -0.12 -1.35 2.61
H -0.9702 -0.7333 1.4057 -1.01 -2.21 4.77
H -1.6908 -1.5141 2.8445 -0.66 0.35 0.13
H -0.0421 -1.6115 2.6337 -1.88 0.40 -0.44
H 0.1695 0.9447 3.1532 0.48 -0.16 -1.10
H -2.2286 1.4811 2.4034 -0.07 -1.51 2.73
H -1.4767 2.2473 3.7587 0.07 0.21 0.44
H -4.2827 2.1595 4.0132 -0.54 -0.03 0.17
H -3.1144 2.4541 5.2900 -0.10 0.82 -0.01
H -4.3879 1.4737 5.7075 -0.12 -1.29 -0.54
H -1.3242 -0.2016 5.0495 -0.22 0.12 1.10
H -0.2947 -1.1816 4.4938 0.59 -0.44 0.80
C -1.8382 3.5574 -3.6148 -0.05 0.82 -2.30
C -1.4012 2.1195 -3.4977 -0.32 1.99 -0.83
C -1.5111 1.2847 -4.7611 -2.05 -0.41 -0.34
O -2.8806 1.4014 -5.2587 0.41 -0.09 -0.68
C -3.1657 0.5540 -6.3547 -0.51 -0.43 0.01
N -0.0213 2.1185 -3.2024 3.63 3.02 -5.44
H -2.8605 3.7085 -3.9614 -0.19 -0.13 0.31
H -1.2322 3.9282 -4.4414 0.07 0.49 -0.16
H -1.6000 4.2303 -2.7910 -0.09 -0.41 0.42
H -2.0537 1.7302 -2.7161 0.08 -0.47 -1.08
H -1.3846 0.2247 -4.5411 0.24 -0.25 0.47
H -0.7425 1.4830 -5.5081 -0.18 0.72 -0.10
H -2.8405 0.8746 -7.3444 0.84 0.37 0.12
H -4.2331 0.4317 -6.5385 -0.35 0.44 0.68
H -2.8404 -0.4708 -6.1750 0.48 -0.12 0.04
H 0.0337 1.4108 -2.4839 1.83 0.86 -1.95
H 0.4345 2.9309 -2.8120 -0.61 0.57 -0.28